The following is a quantum chemistry calculation of a molecular structure, C56H52AsIKN7O5P2 at a distorted geometry, from the OMol25 dataset.

ORCA input file:
```
! RIJCOSX wB97M-V def2-TZVPD def2/J DEFGRID3
* xyz 0 1
K 0.612 0.061 0.400
O -4.906 -1.245 5.560
N -3.957 -2.009 5.534
O -3.642 -2.746 6.450
C -3.082 -1.987 4.340
C -2.492 -3.154 4.025
C -1.688 -3.256 2.849
C -1.064 -4.465 2.497
C -0.293 -4.509 1.368
C -0.161 -3.339 0.607
N -0.747 -2.200 0.909
C -1.504 -2.139 2.021
C -2.123 -0.868 2.394
N -1.879 0.199 1.612
C -2.386 1.362 1.955
C -3.165 1.553 3.100
C -3.428 0.479 3.907
C -2.913 -0.786 3.561
H -2.638 -4.019 4.655
H -1.194 -5.336 3.128
H 0.218 -5.413 1.064
H 0.461 -3.329 -0.284
H -2.157 2.195 1.295
H -3.544 2.537 3.341
H -4.026 0.597 4.794
C 0.105 4.781 -1.551
C -0.413 5.591 -0.366
As -0.430 7.562 -0.555
C -1.295 7.765 -2.293
C -2.354 6.937 -2.659
C -3.056 7.158 -3.836
C -2.715 8.219 -4.662
C -1.677 9.064 -4.296
C -0.979 8.843 -3.117
C 1.460 7.730 -1.034
C 2.339 7.946 0.023
C 3.710 8.003 -0.191
C 4.217 7.855 -1.472
C 3.350 7.644 -2.535
C 1.981 7.577 -2.318
P 0.608 3.069 -1.038
C 2.067 3.456 -0.003
C 1.972 3.208 1.365
C 3.034 3.481 2.217
C 4.208 4.004 1.701
C 4.312 4.265 0.341
C 3.250 3.994 -0.506
C 1.360 2.427 -2.575
C 2.385 1.477 -2.507
C 2.864 0.881 -3.667
C 2.322 1.206 -4.902
C 1.301 2.143 -4.978
C 0.827 2.749 -3.823
H 0.979 5.259 -2.001
H -0.659 4.717 -2.324
H 0.230 5.453 0.505
H -1.411 5.268 -0.059
H -2.646 6.112 -2.020
H -3.875 6.501 -4.105
H -3.261 8.392 -5.581
H -1.411 9.902 -4.928
H -0.177 9.519 -2.844
H 1.954 8.072 1.030
H 4.378 8.165 0.646
H 5.286 7.902 -1.643
H 3.741 7.524 -3.539
H 1.319 7.401 -3.156
H 1.065 2.772 1.772
H 2.948 3.252 3.271
H 5.047 4.198 2.358
H 5.228 4.677 -0.063
H 3.347 4.190 -1.566
H 2.815 1.207 -1.546
H 3.667 0.159 -3.601
H 2.694 0.731 -5.802
H 0.868 2.404 -5.936
H 0.029 3.478 -3.910
I 6.164 -1.323 -1.475
C 4.358 -2.020 -2.229
C 4.304 -2.707 -3.432
C 3.060 -3.100 -3.901
C 1.938 -2.793 -3.147
N 1.987 -2.141 -1.988
C 3.182 -1.754 -1.539
H 5.206 -2.926 -3.986
H 2.960 -3.639 -4.834
H 0.954 -3.094 -3.492
H 3.203 -1.206 -0.601
C -3.913 -2.199 -4.203
N -2.524 -2.619 -4.026
C -1.683 -1.802 -4.901
N -1.831 -0.363 -4.701
C -3.242 -0.020 -4.856
N -4.141 -0.772 -3.981
C -3.923 -0.416 -2.574
P -2.208 -0.767 -1.944
C -2.111 -2.494 -2.622
C -1.332 0.031 -3.378
H -4.548 -2.771 -3.524
H -4.207 -2.431 -5.230
H -1.954 -2.031 -5.935
H -0.636 -2.072 -4.750
H -3.529 -0.226 -5.891
H -3.372 1.048 -4.667
H -4.646 -0.956 -1.956
H -4.135 0.649 -2.440
H -2.727 -3.160 -2.010
H -1.080 -2.846 -2.517
H -0.260 -0.191 -3.322
H -1.417 1.117 -3.275
O 2.327 0.988 4.702
C 3.616 0.789 4.295
C 4.678 1.114 5.135
C 5.986 0.962 4.705
C 6.246 0.509 3.420
C 5.182 0.208 2.584
C 3.861 0.316 3.004
C 2.760 -0.044 2.024
O 1.744 -0.637 2.438
O 2.969 0.317 0.826
H 2.342 1.285 5.616
H 4.472 1.496 6.131
H 6.800 1.214 5.374
H 7.266 0.396 3.074
H 5.354 -0.115 1.565
*
```

The calculation puts the energy above the lowest of the compared OMol25 structures with the same formula, charge and spin at 15.22 kJ/mol. The LUMO energy comes out at -0.80 eV. Its HOMO energy is -8.069 eV. The calculation puts the total energy at -6740.7564 a.u.

=====

The following is a quantum chemistry calculation of a molecular structure, C56H52FGeN2O2P4Pd at a distorted geometry, from the OMol25 dataset.

ORCA input file:
```
! RIJCOSX wB97M-V def2-TZVPD def2/J DEFGRID3
* xyz 3 3
Pd 12.153 11.769 11.973
F 11.818 7.254 14.062
Ge 11.933 8.896 13.327
C 13.006 9.698 14.782
C 13.677 8.779 15.587
C 14.077 9.129 16.889
C 13.793 10.413 17.410
C 13.216 11.326 16.564
C 12.805 11.012 15.264
P 12.238 12.312 14.121
C 10.696 12.967 14.736
C 9.761 12.222 15.487
C 8.591 12.805 15.975
C 8.217 14.088 15.558
C 9.157 14.861 14.890
C 10.341 14.299 14.452
C 13.295 13.758 14.410
C 14.264 14.177 13.484
C 15.092 15.231 13.787
C 15.085 15.820 15.037
C 14.169 15.411 15.995
C 13.273 14.386 15.646
C 12.590 8.302 11.564
C 12.321 6.999 11.253
C 12.938 6.335 10.166
C 13.945 6.985 9.432
C 14.225 8.320 9.715
C 13.524 9.000 10.756
P 14.104 10.706 11.039
C 14.403 11.591 9.478
C 13.644 11.387 8.307
C 13.921 12.079 7.150
C 14.945 13.035 7.134
C 15.741 13.223 8.258
C 15.411 12.566 9.456
C 15.712 10.414 11.737
C 15.949 10.706 13.112
C 17.157 10.438 13.700
C 18.254 10.078 12.884
C 18.031 9.847 11.550
C 16.766 9.939 10.991
C 10.030 9.256 13.525
C 9.319 8.492 14.484
C 7.957 8.308 14.348
C 7.292 8.730 13.199
C 8.017 9.464 12.232
C 9.319 9.934 12.490
P 9.992 11.269 11.557
C 8.740 12.573 11.613
C 9.051 13.707 10.888
C 8.114 14.629 10.441
C 6.811 14.477 10.942
C 6.526 13.380 11.768
C 7.459 12.466 12.174
C 9.857 10.771 9.831
C 10.030 11.767 8.857
C 9.612 11.512 7.553
C 9.182 10.234 7.165
C 9.063 9.250 8.127
C 9.465 9.484 9.444
H 13.837 7.733 15.327
H 14.559 8.395 17.518
H 14.176 10.665 18.413
H 13.091 12.334 16.936
H 9.909 11.150 15.693
H 8.032 12.148 16.641
H 7.278 14.539 15.872
H 8.952 15.904 14.715
H 10.965 14.871 13.764
H 14.292 13.615 12.573
H 15.804 15.632 13.092
H 15.785 16.676 15.247
H 14.116 15.886 16.992
H 12.533 14.141 16.389
H 11.667 6.434 11.875
H 12.687 5.300 9.892
H 14.429 6.502 8.611
H 15.009 8.799 9.170
H 12.740 10.717 8.335
H 13.339 11.830 6.279
H 15.094 13.647 6.245
H 16.556 13.974 8.283
H 15.983 12.687 10.352
H 15.174 11.174 13.769
H 17.298 10.637 14.777
H 19.226 10.081 13.304
H 18.784 9.594 10.812
H 16.670 9.746 9.916
H 9.881 8.019 15.230
H 7.438 7.671 15.117
H 6.229 8.496 12.989
H 7.560 9.601 11.191
H 10.108 13.959 10.648
H 8.437 15.415 9.755
H 6.001 15.211 10.709
H 5.479 13.192 12.068
H 7.197 11.672 12.917
H 10.485 12.712 9.160
H 9.632 12.394 6.867
H 8.906 9.980 6.179
H 8.641 8.264 7.825
H 9.411 8.696 10.141
N 11.465 18.784 12.322
C 11.117 18.257 10.933
P 12.421 16.944 10.715
O 13.602 17.574 11.509
O 11.812 15.610 10.971
C 13.034 17.016 8.950
N 14.543 17.078 9.072
H 10.885 18.328 13.046
H 11.309 19.810 12.343
H 12.501 18.559 12.522
H 11.150 19.072 10.206
H 10.098 17.822 10.880
H 12.689 17.887 8.416
H 12.769 16.068 8.476
H 14.910 16.125 8.918
H 14.803 17.354 10.016
H 15.018 17.632 8.359
*
```

The calculation puts the energy above the lowest of the compared OMol25 structures with the same formula, charge and spin at 137.23 kJ/mol. The LUMO energy (alpha / beta) comes out at -6.79 / -10.20 eV. Its HOMO energy (alpha / beta) is -14.385 / -15.203 eV. The calculation puts the total energy at -6094.4142 a.u.

=====

The following is a quantum chemistry calculation of 8 unconnected molecules or ions with the total composition C56H55BBrFN12O21P at a distorted geometry, from the OMol25 dataset.

ORCA input file:
```
! RIJCOSX wB97M-V def2-TZVPD def2/J DEFGRID3
* xyz 1 1
C -2.543 -3.342 0.761
B -4.150 -3.624 0.546
O -4.837 -4.805 1.015
N -4.906 -2.493 -0.173
C -5.548 -1.525 0.710
C -6.369 -0.328 0.142
Br -7.177 0.963 1.431
C -6.533 -0.180 -1.421
C -7.391 0.982 -2.093
O -6.994 2.172 -1.999
O -8.607 0.690 -2.845
C -9.618 0.406 -1.828
O -9.652 -0.760 -1.352
N -10.559 1.480 -1.455
C -11.924 0.883 -1.246
O -12.548 1.265 -0.229
F -12.472 -0.095 -2.159
C -5.780 -1.277 -2.285
C -5.903 -1.101 -3.883
C -4.935 0.150 -4.263
C -3.411 -0.047 -3.768
C -3.079 0.650 -2.354
N -1.775 1.386 -2.306
C -1.460 1.487 -0.839
N -0.745 0.558 -0.230
N -1.976 2.607 0.017
C -4.940 -2.448 -1.627
P -4.083 -3.645 -2.828
O -2.483 -4.025 -2.349
O -5.027 -5.036 -3.154
H -1.935 -4.314 0.769
H -2.145 -2.706 -0.127
H -2.328 -2.727 1.706
H -5.211 -4.587 1.912
H -5.450 -1.613 1.859
H -10.602 2.087 -2.309
H -5.684 -2.052 -4.475
H -6.979 -0.772 -4.167
H -5.409 1.141 -3.927
H -4.894 0.192 -5.420
H -3.148 -1.170 -3.771
H -2.692 0.434 -4.544
H -3.007 -0.204 -1.570
H -3.997 1.276 -2.042
H -1.993 2.356 -2.587
H -0.475 -0.164 -0.921
H -2.888 2.244 0.376
H -1.384 2.644 0.880
H -2.416 -4.984 -2.077
H -5.698 -5.220 -2.455
C 5.135 3.327 -1.000
C 4.226 4.056 -1.763
C 3.174 3.407 -2.402
C 3.039 2.025 -2.266
C 3.950 1.290 -1.509
C 5.000 1.947 -0.876
N 1.920 1.340 -2.914
O 1.148 2.015 -3.582
O 1.814 0.131 -2.745
H 5.952 3.837 -0.498
H 4.337 5.131 -1.857
H 2.474 3.987 -2.993
H 3.855 0.215 -1.402
H 5.713 1.384 -0.282
C 6.413 4.518 -7.808
C 6.862 3.260 -7.416
C 7.101 2.993 -6.072
C 6.882 3.994 -5.126
C 6.440 5.258 -5.513
C 6.206 5.517 -6.860
N 7.108 3.710 -3.707
O 7.514 2.595 -3.406
O 6.874 4.602 -2.902
H 6.222 4.721 -8.858
H 7.023 2.486 -8.160
H 7.451 2.009 -5.780
H 6.272 6.045 -4.785
H 5.859 6.497 -7.172
C 2.830 -2.462 0.892
C 2.610 -1.130 1.232
C 3.399 -0.518 2.200
C 4.411 -1.250 2.821
C 4.631 -2.587 2.490
C 3.835 -3.190 1.522
N 5.261 -0.604 3.822
O 5.027 0.567 4.102
O 6.160 -1.269 4.321
H 2.215 -2.934 0.131
H 1.823 -0.567 0.738
H 3.217 0.521 2.455
H 5.413 -3.165 2.971
H 3.999 -4.229 1.255
C 9.952 -4.452 1.375
C 9.349 -5.701 1.255
C 8.204 -5.851 0.480
C 7.672 -4.741 -0.176
C 8.267 -3.486 -0.053
C 9.410 -3.346 0.727
N 6.480 -4.898 -1.014
O 5.973 -6.010 -1.083
O 6.061 -3.906 -1.601
H 10.849 -4.341 1.977
H 9.775 -6.560 1.764
H 7.744 -6.830 0.394
H 7.857 -2.616 -0.556
H 9.883 -2.374 0.827
C 7.870 3.229 6.888
C 9.140 2.976 7.398
C 9.759 1.755 7.152
C 9.096 0.794 6.389
C 7.821 1.038 5.882
C 7.209 2.262 6.136
N 9.755 -0.485 6.106
O 10.867 -0.671 6.583
O 9.158 -1.291 5.405
H 7.392 4.186 7.078
H 9.650 3.733 7.985
H 10.749 1.570 7.555
H 7.295 0.294 5.291
H 6.217 2.464 5.743
C -12.804 -2.782 0.837
C -13.733 -2.071 0.082
C -14.780 -2.739 -0.545
C -14.888 -4.123 -0.407
C -13.956 -4.841 0.340
C -12.912 -4.164 0.962
N -16.003 -4.828 -1.046
O -16.790 -4.167 -1.709
O -16.084 -6.037 -0.876
H -11.992 -2.256 1.330
H -13.645 -0.994 -0.016
H -15.497 -2.173 -1.130
H -14.031 -5.918 0.449
H -12.183 -4.714 1.549
C 1.764 6.131 4.770
C 0.739 6.133 3.828
C 0.222 4.929 3.358
C 0.739 3.728 3.844
C 1.771 3.720 4.781
C 2.282 4.929 5.243
N 0.182 2.458 3.372
O -0.713 2.502 2.532
O 0.636 1.427 3.842
H 2.161 7.073 5.138
H 0.340 7.073 3.462
H -0.577 4.945 2.625
H 2.182 2.790 5.160
H 3.084 4.934 5.975
*
```

The LUMO energy comes out at -5.32 eV. Its HOMO energy is -10.791 eV. The calculation puts the total energy at -7443.0785 a.u.